No. 1
16
Properties=species:S:1:pos:R:3 method="wB97M-V/def2-TZVPD" relative_energy_kcal_mol=47.8 total_charge=+1 homo_energy_ev=-14.17 lumo_energy_ev=-3.51
C -0.4827 -0.5527 0.0719
H 1.4637 0.9309 -0.5509
H -1.4921 -2.2416 -0.3085
C 0.4157 0.2290 1.1448
H -0.4321 -0.9125 -2.0695
H 1.6784 -0.1112 -1.8209
C -1.7230 -1.4316 0.4030
H -1.9057 -1.7852 1.3631
H 0.8088 1.2971 -2.1852
H 0.5248 2.3923 0.7908
H 0.6707 -0.4250 2.0226
H -2.5737 -0.8921 -0.0326
N 1.0661 0.5865 -1.4315
C 0.7285 1.5433 1.4709
C -0.1048 -0.3940 -1.1884
H 1.3574 1.7668 2.3207


No. 2
9
Properties=species:S:1:pos:R:3 method="wB97M-V/def2-TZVPD" relative_energy_kcal_mol=0.0 spin_multiplicity=3 s2=2.007 homo_energy_ev="-7.60 / -11.12" lumo_energy_ev="0.43 / -4.88"
Br -0.4588 -0.1353 2.7233
Cl -0.8970 1.9921 0.4664
H 2.4739 -0.4806 -0.9546
C -0.4187 0.3122 0.6583
C 1.4135 -0.2150 -0.8289
C -1.4603 -0.3381 -0.0591
O 0.8989 0.0541 0.3674
N -2.3369 -0.8981 -0.5347
O 0.7855 -0.2914 -1.8381


No. 3
119
Properties=species:S:1:pos:R:3 method="wB97M-V/def2-TZVPD" total_charge=-1 homo_energy_ev=-5.94 lumo_energy_ev=-4.40
F 5.4327 4.2047 1.8019
H -2.1973 4.0843 2.6832
F -4.8497 2.6453 -6.2362
H 3.7798 -5.4079 -4.7644
H 2.3823 -10.5933 -0.3862
H 0.1023 0.0787 3.1121
O -2.3932 -5.8426 3.2713
C -1.7114 -5.2701 2.4968
C 0.1466 -4.5477 1.4846
N -4.2387 5.5643 0.9427
C -6.4975 3.5171 -4.7490
C -5.9109 2.8042 -1.8325
C 1.8195 -8.5687 -0.4694
C 2.1692 -7.6063 -4.1756
C 0.8603 3.8190 2.5015
H -6.7204 4.7055 -2.4783
O -5.6064 6.5337 4.3761
O -4.8803 4.6273 0.3851
C -1.0532 -4.1393 0.6665
C 2.7473 -5.1448 -4.5173
H 3.2162 2.6343 -1.3963
H 3.0714 -5.5662 -2.4253
N 5.1366 2.8058 -0.4601
H 4.9909 3.4841 0.2967
H -1.7884 -6.4090 -4.0789
H 1.1312 -0.8393 2.0407
C 1.8301 -6.3057 -4.8988
H 1.5057 -8.4101 -4.5000
H 2.5057 -4.2801 -5.1425
F -5.7507 4.5459 -6.7472
F 1.0144 -3.5039 1.6258
C 0.5540 0.0775 2.1288
H 1.2773 2.7887 0.3131
C 3.7962 1.4402 1.5644
O -5.3601 5.7048 6.5597
H 1.9117 -6.4713 -5.9757
C 1.2061 6.4995 1.8161
C 0.0488 6.0716 2.4298
H 4.1534 1.1601 -1.2512
H -1.2469 3.5011 4.0691
C -2.8267 1.2665 2.2638
H 3.0656 2.0308 3.3754
H 1.3640 -4.1656 -1.4691
C 2.6898 -4.7490 -3.0416
H 0.6851 -5.4197 1.1088
C 4.3266 -0.3155 3.8988
C 2.1792 5.5702 1.5430
F 7.8991 5.2819 1.1045
C 1.2985 -4.3721 -2.5431
C 0.7070 -3.1461 -3.2405
H -6.0659 2.9820 -0.7710
C -0.1450 4.7380 2.7617
H -0.7278 6.7795 2.6633
H -3.6180 0.5537 2.0569
H -4.9956 4.7108 -2.1714
H -1.2931 -3.0802 0.7995
O -5.4982 3.8842 -3.9734
F -6.8858 2.7220 -6.9476
C 3.9038 2.0934 -0.7418
H 0.6201 -5.2177 -2.6494
H 1.4764 1.1554 -0.3003
O -4.2274 5.6705 2.1672
H -6.7345 2.1945 -2.2071
H 2.0581 -7.5047 -3.0942
O -3.5387 5.6087 5.0891
Cl -1.7431 -7.3439 -1.9180
H 3.0860 5.8632 1.0403
Mg 0.7905 -0.2368 -1.0088
H 0.9953 2.2148 3.9020
H 4.8592 1.3299 1.7008
O -3.6416 6.3847 0.2299
H -4.9980 2.2278 -1.9697
Al 6.4767 5.5869 1.9555
C 3.1199 -0.0437 3.3992
Cl -1.9744 -4.5596 -2.6349
H 3.1958 -7.9118 -4.3879
H -0.9347 -4.3466 -0.3914
Cl 3.6486 -3.1644 4.1020
O -7.6370 3.3536 -4.4303
H -2.2729 0.9865 3.1504
O -2.0925 -4.9351 1.2318
C -1.4475 4.3409 3.4122
H 2.8056 3.6000 1.6618
H 4.6980 -1.3441 3.7858
H -1.7962 5.1246 4.0570
C 2.8276 1.2343 2.6566
Cl -4.9820 5.5223 5.1795
C 1.9156 -9.8876 -1.0710
S -0.7852 -0.0733 0.9147
H -3.3774 -6.3440 -3.2894
H -1.3854 2.2972 1.0233
H -3.3100 2.2297 2.4039
O -0.4346 -4.8512 2.7379
C 1.4294 1.3765 1.9914
F 6.8056 5.8660 3.5787
O -5.4222 4.2077 4.7505
H 0.7841 -6.0435 -4.7084
H 0.9288 -10.2695 -1.3278
C -2.3108 -6.2189 -3.1484
H -2.5298 1.3205 0.1603
C -1.9132 1.3484 1.0423
C -5.9913 3.3522 -6.1930
F 5.6759 6.9119 1.2819
H 4.9183 0.4013 4.4632
H 2.3883 -0.8241 3.5343
H 1.3632 -2.2774 -3.0970
H 1.3271 7.5375 1.5634
H -0.2780 -2.9045 -2.8251
N 3.1888 1.7738 0.5005
H 0.5767 -3.3041 -4.3112
H -0.4096 2.1573 2.9036
C 2.0086 4.2735 1.9016
H 3.3724 -3.9088 -2.8780
C -5.8113 4.1162 -2.5732
H 5.3693 3.3678 -1.2687
N 1.7432 -7.5265 0.0028
C 1.7218 1.8256 0.5480
H 2.5120 -9.8559 -1.9814
C 0.6452 2.3795 2.8845


No. 4
66
Properties=species:S:1:pos:R:3 method="wB97M-V/def2-TZVPD" relative_energy_kcal_mol=51.1 spin_multiplicity=5 s2=6.007 total_charge=+3 homo_energy_ev="-17.47 / -18.34" lumo_energy_ev="-8.00 / -11.55"
H 0.7629 4.2001 1.3741
N 3.6142 -1.2433 2.4092
H 2.3998 0.4450 2.3869
H 5.3273 -2.6246 1.0804
H -2.6275 3.6376 0.0018
H -1.4129 -2.0312 3.1951
H -2.8125 -0.0373 -1.6581
H 3.9665 -3.5416 0.4052
C 0.6109 -1.7417 5.8706
C -3.8949 -0.1672 -1.5971
C 1.6838 -1.1560 5.2124
H 0.6619 -1.9347 6.9341
H -3.9760 -2.1446 -2.4907
C 4.4017 -2.5467 0.5155
C -1.6181 -3.4737 -1.8270
H 0.5069 -1.4486 -1.8610
S -2.0517 -2.8115 -0.1996
H 2.5785 -0.8825 5.7555
H 2.9319 3.6355 0.1677
H 2.7778 2.2195 -1.9197
H -0.8588 -4.2316 -1.6289
H -1.6760 5.5043 -1.4620
Rh 0.3546 -1.1012 0.9923
O 2.3734 -1.2884 0.5325
H -0.0493 1.7321 -3.0973
C 2.0425 1.6148 -2.4482
H -1.3838 -2.5248 5.6158
C 2.3319 4.4962 -0.1278
C 0.3278 -2.0761 -2.7379
C -2.2165 4.6620 -1.8934
C -0.5413 -1.7975 3.7940
C 2.7631 -0.2858 3.1126
C 0.6960 2.3201 -2.5614
H -4.0214 -1.8898 0.5831
H -4.2590 -3.4003 -0.2820
H -2.7423 2.5871 -1.4188
H -1.8088 4.4502 -2.8819
N 0.4973 -1.2311 3.1560
H -3.2507 4.9819 -2.0308
H 2.4334 1.4304 -3.4491
H -4.3491 0.3250 -2.4562
H 4.4652 -1.5421 2.8639
C 0.8777 4.3698 0.3043
H 0.9648 -2.9585 -2.6603
H -1.2857 -2.9566 -3.8404
H 0.7802 3.2865 -3.0667
H -1.7794 -1.5859 -2.8815
C 3.4030 -1.6573 1.1698
H 3.3921 0.2472 3.8218
C 1.6061 -0.9141 3.8534
C -3.7976 -2.4094 -0.3524
H -5.3738 -1.7241 -1.5510
C -4.2852 -1.6412 -1.5731
C -2.2109 3.4318 -0.9832
C -0.5232 -2.0696 5.1468
O -1.3324 -1.4119 -0.0852
C -1.1406 -2.4687 -2.8748
H -2.5248 -3.9999 -2.1364
H 2.4310 4.6358 -1.2041
H 4.6120 -2.1680 -0.4837
H 2.7639 5.3749 0.3520
H -4.2497 0.3389 -0.6969
H 0.6504 -1.5194 -3.6171
H 0.2969 5.2611 0.0520
H 1.9615 0.6500 -1.9443
Sb -0.1951 2.8005 -0.6789


No. 5
16
Properties=species:S:1:pos:R:3 method="wB97M-V/def2-TZVPD" relative_energy_kcal_mol=75.9 homo_energy_ev=-8.24 smiles="CC1=NC1.CSO" lumo_energy_ev=0.84
C 1.7060 -2.8698 1.9760
C -0.7790 1.4054 -0.8434
C -0.8422 2.8145 -1.2003
H 0.7058 -1.3736 -0.3243
N -0.2402 0.5154 -0.1409
H 1.4830 -3.6473 2.6988
H 1.2163 -1.9438 2.2642
H -1.0149 -0.4740 -1.9684
H 0.0499 3.3392 -0.8606
H 2.7782 -2.7249 1.8889
C -1.3217 0.0806 -1.0950
H -1.7184 3.2613 -0.7258
H -0.9523 2.9180 -2.2796
S 1.0243 -3.4219 0.3818
O 1.3278 -2.0831 -0.5389
H -2.2707 -0.2121 -0.6639